# 1
{"formula": "C20H38F3IN2O10P2", "method": "ωB97M-V with the def2-TZVPD basis set", "smiles": "CC(C)C[C@H](C)CO[C@@](C#N)(C[C@@H](O)C(F)(F)F)[C@@H](I)C#N.COP(=O)(OC)OC.COP(=O)(OC)OC", "e_homo_ev": -9.816, "elements": ["C", "C", "C", "C", "C", "C", "C", "O", "C", "C", "N", "C", "C", "O", "C", "F", "F", "F", "C", "I", "C", "N", "H", "H", "H", "H", "H", "H", "H", "H", "H", "H", "H", "H", "H", "H", "H", "H", "H", "H", "H", "H", "C", "O", "P", "O", "O", "C", "O", "C", "H", "H", "H", "H", "H", "H", "H", "H", "H", "C", "O", "P", "O", "O", "C", "O", "C", "H", "H", "H", "H", "H", "H", "H", "H", "H"], "xyz": [[-0.249, -1.810, 1.560], [0.609, -2.887, 0.878], [1.568, -2.153, -0.093], [-0.183, -3.901, 0.024], [-1.486, -4.421, 0.645], [-1.176, -5.692, 1.462], [-2.549, -4.838, -0.398], [-2.498, -4.086, -1.614], [-3.559, -3.206, -1.838], [-4.853, -3.905, -2.046], [-5.906, -4.356, -2.110], [-3.627, -2.178, -0.694], [-4.453, -0.917, -0.972], [-5.802, -1.158, -1.245], [-4.379, -0.024, 0.285], [-3.151, 0.002, 0.830], [-5.214, -0.495, 1.227], [-4.740, 1.234, 0.007], [-3.201, -2.430, -3.166], [-1.972, -3.671, -4.456], [-4.368, -2.096, -3.968], [-5.293, -1.641, -4.475], [-0.443, -2.118, 2.593], [-1.225, -1.676, 1.098], [0.296, -0.871, 1.639], [1.270, -3.379, 1.595], [2.070, -1.312, 0.382], [2.258, -2.837, -0.588], [0.947, -1.724, -0.888], [0.469, -4.772, -0.099], [-0.308, -3.480, -0.974], [-1.956, -3.729, 1.347], [-0.383, -5.518, 2.188], [-2.082, -5.989, 2.000], [-0.937, -6.521, 0.795], [-3.535, -4.815, 0.075], [-2.356, -5.875, -0.679], [-2.602, -1.850, -0.516], [-3.986, -2.628, 0.235], [-4.037, -0.312, -1.780], [-6.138, -1.852, -0.666], [-2.608, -1.543, -2.963], [-2.016, 2.287, -0.687], [-1.527, 2.854, -1.912], [0.082, 3.076, -1.933], [0.624, 1.799, -1.428], [0.074, 4.301, -0.849], [-0.974, 5.271, -0.795], [1.286, 3.712, -2.803], [2.568, 3.688, -2.160], [-3.077, 2.500, -0.644], [-1.855, 1.214, -0.686], [-1.526, 2.731, 0.178], [-1.592, 5.086, 0.085], [-1.607, 5.252, -1.679], [-0.519, 6.256, -0.704], [2.987, 2.684, -2.191], [2.499, 4.032, -1.129], [3.216, 4.356, -2.723], [3.122, 3.655, 2.539], [4.015, 3.988, 1.471], [5.403, 3.097, 1.410], [4.771, 1.762, 1.611], [6.060, 3.736, 2.754], [6.007, 5.142, 3.030], [6.813, 2.589, 0.757], [7.439, 1.480, 1.412], [2.465, 4.514, 2.666], [2.534, 2.780, 2.271], [3.661, 3.469, 3.467], [5.291, 5.322, 3.832], [5.715, 5.727, 2.161], [6.994, 5.460, 3.360], [6.921, 0.557, 1.165], [7.462, 1.620, 2.491], [8.457, 1.435, 1.029]], "lowdin_charge": [-0.06, -0.39, -0.08, -0.14, -0.34, -0.06, -0.15, -0.22, -0.50, -0.15, 0.22, -0.04, -0.27, 0.03, -0.58, 0.13, 0.15, 0.15, -0.59, 0.97, -0.35, 0.21, 0.08, 0.04, 0.08, 0.13, 0.08, 0.08, 0.08, 0.12, 0.10, 0.12, 0.08, 0.08, 0.08, 0.13, 0.13, 0.13, 0.14, 0.16, 0.11, 0.09, -0.10, -0.26, 0.53, -0.24, -0.26, -0.10, -0.24, -0.10, 0.08, 0.07, 0.09, 0.08, 0.09, 0.09, 0.09, 0.08, 0.09, -0.10, -0.29, 0.60, -0.26, -0.25, -0.10, -0.27, -0.11, 0.09, 0.09, 0.09, 0.09, 0.08, 0.09, 0.08, 0.09, 0.09]}

---

# 2
{"formula": "C6H14AgF2N2O2Pt", "method": "ωB97M-V with the def2-TZVPD basis set", "total_charge": 2, "spin_multiplicity": 4, "e_homo_ev": [-14.939, -14.651], "s_squared": 3.775, "elements": ["Ag", "Pt", "F", "F", "C", "O", "N", "C", "C", "H", "H", "H", "H", "H", "H", "H", "C", "O", "N", "C", "C", "H", "H", "H", "H", "H", "H", "H"], "xyz": [[19.185, -11.416, -19.651], [21.393, -9.373, -20.873], [21.372, -11.540, -20.802], [19.466, -9.558, -21.754], [23.978, -11.652, -19.103], [24.000, -10.459, -19.388], [25.191, -12.351, -19.236], [26.399, -11.778, -19.766], [25.238, -13.796, -19.011], [23.050, -12.176, -18.826], [27.232, -12.340, -19.345], [26.464, -10.765, -19.368], [26.277, -11.879, -20.844], [26.164, -14.174, -18.576], [24.469, -14.025, -18.273], [24.888, -14.325, -19.897], [24.884, -13.412, -23.163], [26.096, -13.708, -23.207], [23.784, -13.974, -23.780], [22.476, -13.303, -23.655], [23.725, -15.170, -24.673], [24.680, -12.513, -22.561], [21.818, -13.983, -23.115], [22.167, -12.914, -24.626], [22.517, -12.398, -23.050], [23.242, -16.032, -24.213], [23.527, -14.956, -25.723], [24.732, -15.528, -24.890]], "lowdin_charge": [0.87, 1.28, -0.60, -0.52, -0.19, 0.07, -0.04, 0.05, 0.04, 0.15, 0.13, 0.13, 0.13, 0.13, 0.11, 0.13, -0.31, 0.02, -0.16, -0.06, -0.02, 0.11, 0.09, 0.10, 0.05, 0.10, 0.10, 0.09]}

---

# 3
{"formula": "C3H7BF2", "method": "ωB97M-V with the def2-TZVPD basis set", "smiles": "CC(C)B(F)F", "e_homo_ev": -10.725, "elements": ["F", "F", "B", "C", "C", "C", "H", "H", "H", "H", "H", "H", "H"], "xyz": [[0.557, -1.221, 1.992], [2.361, -0.967, 0.445], [1.102, -0.766, 0.845], [0.474, 1.073, -0.867], [-1.372, -0.251, 0.354], [0.038, -0.236, -0.214], [1.576, 1.127, -0.883], [0.147, 1.103, -1.915], [0.097, 1.918, -0.346], [-1.426, 0.337, 1.269], [-2.047, 0.157, -0.386], [-1.719, -1.245, 0.662], [0.212, -1.029, -0.955]], "lowdin_charge": [0.21, 0.23, -0.56, -0.08, -0.08, -0.32, 0.08, 0.08, 0.07, 0.08, 0.08, 0.08, 0.14]}